The following is a DFT calculation (ωB97M-V/def2-TZVPD) of a structure of composition C24H33BrN2OS5Sm.

* expectation value of S²: 8.7661
* energy: -6341.85014 Eh
* Kohn-Sham gap (spin up / spin down): 6.6 / 7.4 eV

The geometry in ORCA input format:
```
! RIJCOSX wB97M-V def2-TZVPD def2/J DEFGRID3
* xyz 1 6
Sm 0.27 -0.62 0.08
C -3.73 4.84 -2.37
C -3.45 4.49 -0.90
C -4.65 3.74 -0.31
C -3.24 5.78 -0.12
C -2.22 3.57 -0.83
C -2.20 2.40 -1.57
C -1.09 1.59 -1.49
Br -1.09 -0.10 -2.40
C 0.03 1.89 -0.71
O 1.10 1.03 -0.71
C -0.01 3.03 0.11
C -1.13 3.84 0.01
C 1.13 3.31 1.11
C 1.16 2.19 2.16
C 0.88 4.61 1.88
C 2.48 3.43 0.39
H -4.58 5.53 -2.42
H -3.98 3.96 -2.96
H -2.87 5.33 -2.83
H -5.54 4.38 -0.35
H -4.47 3.46 0.73
H -4.88 2.83 -0.87
H -4.12 6.42 -0.24
H -2.37 6.34 -0.49
H -3.11 5.60 0.95
H -3.04 2.10 -2.19
H -1.16 4.73 0.61
H 0.22 2.11 2.69
H 1.96 2.37 2.89
H 1.36 1.21 1.73
H -0.05 4.58 2.46
H 0.85 5.47 1.21
H 1.70 4.77 2.58
H 2.80 2.49 -0.06
H 3.24 3.75 1.10
H 2.42 4.18 -0.40
C 1.48 -2.98 2.82
S -0.05 -3.03 1.86
C -1.24 -2.46 3.02
C -1.93 -1.32 2.88
S -1.83 -0.07 1.64
S -3.12 -1.05 4.12
C -2.85 -2.47 5.07
S -3.67 -2.82 6.43
S -1.64 -3.50 4.37
H 2.25 -3.50 2.25
H 1.33 -3.50 3.77
H 1.80 -1.96 3.03
N 1.55 -2.43 -0.86
C 2.01 -3.43 -1.24
N 2.53 -4.55 -1.65
C 3.40 -4.59 -2.85
C 3.01 -5.79 -3.68
C 3.24 -7.10 -2.90
C 3.10 -6.90 -1.38
C 2.07 -5.84 -1.05
H 4.44 -4.65 -2.53
H 3.27 -3.65 -3.39
H 3.58 -5.78 -4.61
H 1.96 -5.69 -3.96
H 4.23 -7.50 -3.12
H 2.52 -7.85 -3.24
H 4.05 -6.60 -0.94
H 2.81 -7.83 -0.89
H 1.95 -5.70 0.02
H 1.09 -6.10 -1.46
*
```

Here are the Mulliken charges for atoms 1 to 8, given in e: 1.186 -1.632 1.986 -1.594 -2.088 -0.558 -0.373 -0.134

The following is a DFT calculation (ωB97M-V/def2-TZVPD) of the molecule C2H7N2O2PS.

* energy: -1079.86102 Eh
* Kohn-Sham gap: 10.4 eV
* SMILES: O=S1(=O)NCCN1P

The geometry in ORCA input format:
```
! RIJCOSX wB97M-V def2-TZVPD def2/J DEFGRID3
* xyz 0 1
C -0.24 0.21 1.47
C -1.01 -0.84 0.64
N 0.36 1.25 0.60
N -0.31 -0.76 -0.74
O 0.67 1.27 -2.03
O -1.54 1.39 -0.91
P 1.16 -1.58 -1.25
S -0.20 0.94 -0.95
H -1.00 0.62 2.08
H 0.47 -0.25 2.07
H -0.82 -1.89 0.95
H -1.93 -0.44 0.30
H 1.16 1.81 0.90
H 2.01 -0.71 -0.63
H 1.23 -1.03 -2.48
*
```

Here are the Mulliken charges for atoms 1 to 8, given in e: -0.447 -0.630 -0.221 -0.202 -0.586 -0.601 -0.046 0.991

The following is a DFT calculation (ωB97M-V/def2-TZVPD) of the ion C3H7BrNS with charge +1.

* energy: -3145.16584 Eh
* Kohn-Sham gap: 10.0 eV
* SMILES: Br[C@@H]1[NH2+]CCS1

The geometry in ORCA input format:
```
! RIJCOSX wB97M-V def2-TZVPD def2/J DEFGRID3
* xyz 1 1
C -0.56 -0.53 -0.05
C -1.24 0.60 -0.64
C 1.44 0.68 -0.59
N 0.82 -0.08 0.46
S 0.09 1.81 -1.12
Br 2.50 -0.39 -1.79
H -1.06 -0.99 0.78
H -0.32 -1.42 -0.76
H -1.88 0.43 -1.59
H -1.98 1.21 0.00
H 2.22 1.48 -0.14
H 0.91 0.45 1.31
H 1.37 -0.93 0.74
*
```

Here are the Mulliken charges for atoms 1 to 8, given in e: -0.509 -0.446 -0.259 -0.289 -0.026 0.005 0.388 0.288

The following is a DFT calculation (ωB97M-V/def2-TZVPD) of the molecule OS.

* energy: -473.33143 Eh
* Kohn-Sham gap: 6.4 eV
* SMILES: O=S

The geometry in ORCA input format:
```
! RIJCOSX wB97M-V def2-TZVPD def2/J DEFGRID3
* xyz 0 1
O 0.67 -0.53 -0.55
S -0.34 0.26 0.27
*
```

Charges per atom according to Mulliken partitioning, unit e: -0.287 0.287

The following is a DFT calculation (ωB97M-V/def2-TZVPD) of a structure of composition C33H37AsCl3N4O3STi.

* expectation value of S²: 0.7807
* energy: -6588.53038 Eh
* Kohn-Sham gap (spin up / spin down): 6.4 / 6.7 eV

The geometry in ORCA input format:
```
! RIJCOSX wB97M-V def2-TZVPD def2/J DEFGRID3
* xyz 0 2
Ti -0.46 0.33 -0.38
N -3.03 0.56 3.07
C -2.44 0.76 1.85
S -0.82 1.39 1.82
N -3.16 0.45 0.81
N -2.44 0.54 -0.37
C -3.11 0.78 -1.48
C -4.58 0.86 -1.56
C -5.19 1.94 -2.19
C -6.57 2.04 -2.26
C -7.36 1.04 -1.71
C -6.76 -0.05 -1.09
C -5.38 -0.14 -1.01
C -2.25 0.95 -2.63
C -2.72 1.05 -3.95
C -1.81 1.18 -4.97
C -0.45 1.25 -4.68
C -0.06 1.12 -3.37
N -0.93 0.94 -2.36
H -2.65 1.08 3.85
H -4.02 0.40 3.07
H -4.57 2.74 -2.60
H -7.03 2.89 -2.75
H -8.44 1.11 -1.76
H -7.38 -0.83 -0.66
H -4.92 -0.99 -0.53
H -3.78 0.99 -4.14
H -2.15 1.24 -6.00
H 0.29 1.38 -5.45
H 0.99 1.13 -3.09
C 3.81 0.02 3.28
As 2.21 -0.55 2.30
C 3.08 -2.10 1.49
C 1.26 -1.34 3.85
C 1.82 -2.63 4.37
C 1.48 -3.84 3.77
C 2.02 -5.03 4.21
C 2.92 -5.05 5.28
C 3.26 -3.85 5.88
C 2.72 -2.65 5.44
H 4.26 -0.81 3.82
H 3.56 0.81 3.99
H 4.53 0.42 2.56
H 3.53 -2.75 2.24
H 3.85 -1.70 0.83
H 2.38 -2.69 0.88
H 0.22 -1.46 3.55
H 1.30 -0.56 4.61
H 0.78 -3.84 2.94
H 1.74 -5.96 3.73
H 3.34 -5.98 5.63
H 3.96 -3.84 6.72
H 2.99 -1.72 5.92
Cl 0.59 -1.97 -2.56
C -0.62 -3.11 -3.17
Cl -2.28 -2.56 -2.92
H -0.48 -4.04 -2.64
H -0.46 -3.22 -4.23
C -2.06 4.11 -0.29
C -1.06 4.53 -1.33
C -1.32 5.58 -2.20
C -0.38 5.98 -3.13
Cl -0.73 7.34 -4.17
C 0.83 5.33 -3.25
C 1.10 4.27 -2.40
C 0.18 3.88 -1.44
O 0.42 2.83 -0.59
C 1.73 2.66 -0.06
C 2.30 1.28 -0.38
O 3.47 1.06 -0.23
O 1.40 0.40 -0.80
H -2.93 4.78 -0.31
H -1.62 4.13 0.70
H -2.41 3.09 -0.46
H -2.26 6.11 -2.13
H 1.56 5.65 -3.98
H 2.04 3.73 -2.51
H 1.66 2.72 1.03
H 2.42 3.42 -0.40
C -0.72 -1.59 0.44
H -0.95 -1.48 1.50
H 0.22 -2.14 0.36
H -1.52 -2.19 -0.01
*
```

Here are the Mulliken charges for atoms 1 to 8, given in e: -0.179 -0.433 0.313 -0.578 -1.503 2.470 -0.348 -0.020

The following is a DFT calculation (ωB97M-V/def2-TZVPD) of a cluster of 2 separate species, C2H4P4 in total.

* energy: -1443.89355 Eh
* Kohn-Sham gap: 7.5 eV

The geometry in ORCA input format:
```
! RIJCOSX wB97M-V def2-TZVPD def2/J DEFGRID3
* xyz 0 1
C -1.05 -0.95 -0.16
C -1.87 -1.58 -1.17
P -0.35 -0.30 1.11
P 3.44 1.34 0.32
P 2.85 1.09 2.24
P 1.49 2.17 0.77
H -2.51 -2.23 -0.67
H -1.57 -2.06 -2.19
H -2.63 -0.86 -1.39
H 2.22 3.39 1.15
*
```

Here are the Mulliken charges for atoms 1 to 8, given in e: 0.194 -0.651 -0.375 0.041 0.008 -0.124 0.293 0.272